Entry 1:
2 unconnected molecules or ions with the total composition C3H7OS at a distorted geometry. Source: the OMol25 dataset; level of theory: ωB97M-V/def2-TZVPD.

The value obtained for the energy above the lowest of the compared OMol25 structures with the same formula, charge and spin is 102.17 kJ/mol. The net charge is -1. For the gap between HOMO and LUMO, the calculation gives 6.57 eV. The HOMO energy comes out at -2.50 eV.

```
12
C3H7OS | the OMol25 dataset | ωB97M-V/def2-TZVPD
C -1.907 1.529 -0.441
S -1.682 -0.008 0.510
H -2.226 1.337 -1.448
H -0.998 2.146 -0.457
H -2.656 2.300 0.060
O 2.778 -0.098 -0.866
C 1.634 -0.458 -0.492
C 1.292 -1.198 0.714
H 0.814 -0.138 -1.155
H 0.992 -0.489 1.472
H 0.390 -1.730 0.557
H 2.249 -1.743 1.052
```

Entry 2:
2 unconnected molecules or ions with the total composition C3H7OS at a distorted geometry. Source: the OMol25 dataset; level of theory: ωB97M-V/def2-TZVPD.

The value obtained for the energy above the lowest of the compared OMol25 structures with the same formula, charge and spin is 96.46 kJ/mol. The net charge is -1. For the gap between HOMO and LUMO, the calculation gives 6.78 eV. The HOMO energy comes out at -2.62 eV.

```
12
C3H7OS | the OMol25 dataset | ωB97M-V/def2-TZVPD
O 3.338 -0.727 -0.700
C 2.301 -1.195 -0.324
H 1.764 -0.782 0.542
H 1.795 -2.080 -0.724
C -1.234 1.399 0.233
C -1.087 -0.126 0.213
S -0.551 -0.795 -1.404
H -0.257 1.828 0.009
H -1.977 1.680 -0.513
H -1.556 1.828 1.190
H -0.486 -0.413 1.089
H -2.050 -0.617 0.389
```

Entry 3:
A gas-phase ion, C3H7OS2 (charge -1). Source: the OMol25 dataset; level of theory: ωB97M-V/def2-TZVPD.

As for the SMILES: [O-]CCCSS. The value obtained for the energy above the lowest of the compared OMol25 structures with the same formula, charge and spin is 47.95 kJ/mol. The net charge is -1. For the gap between HOMO and LUMO, the calculation gives 5.55 eV. The HOMO energy comes out at -2.59 eV.

```
13
C3H7OS2 | the OMol25 dataset | ωB97M-V/def2-TZVPD
O 1.782 1.398 -2.179
C 0.512 1.292 -2.516
C -0.479 1.263 -1.304
C -0.372 -0.062 -0.597
S -0.813 -0.013 1.182
S 0.111 -1.722 1.877
H 0.096 2.103 -3.180
H 0.236 0.358 -3.100
H -0.215 2.082 -0.637
H -1.495 1.481 -1.654
H -0.987 -0.846 -1.033
H 0.664 -0.382 -0.641
H 1.362 -1.250 1.910
```

Entry 4:
A molecular structure, C3H7OSn at a distorted geometry. Source: the OMol25 dataset; level of theory: ωB97M-V/def2-TZVPD.

The value obtained for the energy above the lowest of the compared OMol25 structures with the same formula, charge and spin is 44.37 kJ/mol. The multiplicity is 2. For the gap between HOMO and LUMO (alpha / beta), the calculation gives 4.96 / 10.11 eV. The HOMO energy (alpha / beta) comes out at -6.73 / -10.88 eV. As for the expectation value of S²: 1.752.

```
12
C3H7OSn | the OMol25 dataset | ωB97M-V/def2-TZVPD
Sn -30.070 18.148 21.633
C -32.712 18.280 17.120
C -32.103 18.546 18.541
C -31.212 19.782 18.454
O -33.104 18.740 19.476
H -33.350 19.058 16.700
H -33.336 17.386 17.118
H -31.882 18.095 16.437
H -31.390 17.767 18.813
H -30.465 19.850 17.663
H -30.798 19.932 19.451
H -31.710 20.751 18.407
```

Entry 5:
A single C3H7PS molecule at a distorted geometry. Source: the OMol25 dataset; level of theory: ωB97M-V/def2-TZVPD.

The value obtained for the energy above the lowest of the compared OMol25 structures with the same formula, charge and spin is 401.06 kJ/mol. For the gap between HOMO and LUMO (alpha / beta), the calculation gives 7.15 / 7.07 eV. The HOMO energy (alpha / beta) comes out at -8.72 / -8.66 eV.

```
12
C3H7PS | the OMol25 dataset | ωB97M-V/def2-TZVPD
C 1.187 0.068 -1.031
C -0.944 0.574 0.325
C -0.216 0.556 -1.105
P 1.769 -1.143 0.031
S 2.793 -2.390 -1.061
H -0.463 1.253 0.912
H -0.829 -0.362 0.822
H -2.016 0.825 0.088
H -0.302 1.687 -1.504
H -0.741 -0.134 -1.765
H 0.874 -1.951 0.904
H 2.413 -0.475 0.968
```

Entry 6:
2 unconnected molecules or ions with the total composition C3H7S at a distorted geometry. Source: the OMol25 dataset; level of theory: ωB97M-V/def2-TZVPD.

The value obtained for the energy above the lowest of the compared OMol25 structures with the same formula, charge and spin is 147.87 kJ/mol. The net charge is -1. For the gap between HOMO and LUMO, the calculation gives 6.59 eV. The HOMO energy comes out at -2.57 eV.

```
11
C3H7S | the OMol25 dataset | ωB97M-V/def2-TZVPD
S 1.459 2.361 -1.102
H 1.887 3.387 -1.968
C 0.280 -0.744 -0.612
C -0.296 -0.758 0.785
C -1.411 -0.299 1.363
H 1.216 -1.279 -0.515
H -0.431 -1.244 -1.377
H 0.383 0.285 -1.022
H 0.473 -1.477 1.393
H -1.735 -0.763 2.275
H -1.825 0.530 0.779
```

Entry 7:
A molecular structure, C3H8AgO3 at a distorted geometry. Source: the OMol25 dataset; level of theory: ωB97M-V/def2-TZVPD.

The value obtained for the energy above the lowest of the compared OMol25 structures with the same formula, charge and spin is 0.00 kJ/mol. The net charge is +1. For the gap between HOMO and LUMO, the calculation gives 9.64 eV. The HOMO energy comes out at -14.73 eV.

```
15
C3H8AgO3 | the OMol25 dataset | ωB97M-V/def2-TZVPD
O 1.682 0.232 -0.271
Ag 0.076 1.452 1.003
O 1.322 -0.607 0.826
H 2.611 -0.204 -0.081
C -2.652 0.066 -0.175
O -1.369 -0.250 0.340
C -0.694 -1.250 -0.402
C 0.526 -1.705 0.368
H -3.016 0.950 0.362
H -2.595 0.286 -1.253
H -3.349 -0.769 -0.009
H -0.413 -0.855 -1.391
H -1.344 -2.127 -0.555
H 1.134 -2.379 -0.250
H 0.248 -2.206 1.304
```

Entry 8:
2 unconnected molecules or ions with the total composition C3H8BIS at a distorted geometry. Source: the OMol25 dataset; level of theory: ωB97M-V/def2-TZVPD.

The value obtained for the energy above the lowest of the compared OMol25 structures with the same formula, charge and spin is 269.30 kJ/mol. For the gap between HOMO and LUMO, the calculation gives 6.95 eV. The HOMO energy comes out at -7.83 eV.

```
14
C3H8BIS | the OMol25 dataset | ωB97M-V/def2-TZVPD
B -0.795 0.329 -0.429
C -1.113 -0.572 -1.672
C -1.352 0.538 0.940
C 1.677 0.351 0.042
S 1.703 -0.425 1.600
I 3.993 -1.107 2.259
H -1.479 -1.537 -1.338
H -0.175 -0.460 -2.356
H -1.966 -0.071 -2.214
H -1.231 -0.469 1.532
H -2.353 0.948 0.887
H -0.801 1.287 1.539
H 1.945 -0.241 -0.859
H 1.947 1.430 0.067
```

Entry 9:
A single C3H8BNO2 molecule at a distorted geometry. Source: the OMol25 dataset; level of theory: ωB97M-V/def2-TZVPD.

As for the SMILES: [H]/N=C(/C)CB(O)O. The value obtained for the energy above the lowest of the compared OMol25 structures with the same formula, charge and spin is 64.92 kJ/mol. For the gap between HOMO and LUMO, the calculation gives 9.19 eV. The HOMO energy comes out at -8.99 eV.

```
15
C3H8BNO2 | the OMol25 dataset | ωB97M-V/def2-TZVPD
H 0.963 -2.390 -0.045
N 1.488 -1.585 -0.414
C 1.049 -0.444 -0.090
C 1.659 0.912 -0.452
C -0.096 -0.445 0.936
B -1.435 -0.025 0.161
O -2.227 -0.988 -0.310
O -1.660 1.308 -0.100
H 0.885 1.619 -0.231
H 2.525 0.991 0.195
H 2.089 0.875 -1.387
H -0.333 -1.240 1.713
H 0.179 0.325 1.620
H -2.690 -0.611 -1.048
H -2.396 1.699 -0.545
```

Entry 10:
A molecular structure, C3H8BrISi at a distorted geometry. Source: the OMol25 dataset; level of theory: ωB97M-V/def2-TZVPD.

The value obtained for the energy above the lowest of the compared OMol25 structures with the same formula, charge and spin is 138.87 kJ/mol. For the gap between HOMO and LUMO, the calculation gives 8.67 eV. The HOMO energy comes out at -8.35 eV.

```
14
C3H8BrISi | the OMol25 dataset | ωB97M-V/def2-TZVPD
C -1.876 -0.019 -0.535
C 0.441 0.502 1.916
C 1.262 0.010 -1.554
Si -0.216 -0.401 0.344
Br 2.819 0.745 -0.766
I 0.509 -2.810 0.654
H -2.769 0.004 0.012
H -2.049 0.846 -1.266
H -2.013 -0.772 -1.279
H 1.081 -0.155 2.538
H 1.147 1.334 1.638
H -0.443 1.005 2.403
H 0.672 0.671 -2.063
H 1.435 -0.962 -2.042
```